[1]
Below is a cluster of 2 separate species, C6H14NO in total, with properties calculated with ωB97M-V with the def2-TZVPD basis set.

XYZ file:
```
22
Properties=species:S:1:pos:R:3:forces:R:3
C 1.1851 3.2659 -0.5564 0.366 -0.101 0.114
C 1.1530 1.8463 -0.0527 -0.502 0.345 -0.220
C 0.7306 1.5296 1.1667 0.304 -0.269 0.222
C 1.6147 0.8040 -1.0379 0.013 0.074 -0.077
H 2.2184 3.5641 -0.7810 -0.019 0.080 -0.074
H 0.7679 3.9884 0.1481 0.004 -0.006 0.016
H 0.6518 3.3748 -1.5073 -0.011 0.008 -0.008
H 0.6832 0.4886 1.4732 -0.004 -0.002 -0.033
H 0.4797 2.3057 1.8825 -0.170 0.043 -0.101
H 1.4178 -0.2235 -0.6962 0.080 0.283 0.074
H 2.6837 0.9590 -1.2316 0.035 -0.060 0.006
H 1.1137 0.9789 -1.9971 -0.010 -0.052 -0.006
C -2.4479 -1.4643 0.9036 0.398 -0.047 -0.072
N -1.8760 -2.3884 -0.0722 -0.257 0.015 -0.213
C -0.5762 -1.8229 -0.5924 0.090 0.243 0.194
O 0.3917 -1.7302 0.3142 0.022 -0.470 0.004
H -1.7453 -1.2475 1.7190 -0.081 0.040 0.067
H -3.3905 -1.8400 1.3125 -0.046 -0.030 0.001
H -2.6364 -0.5201 0.3865 -0.120 0.025 0.074
H -1.5735 -3.2239 0.4226 -0.023 0.032 0.094
H -0.8680 -0.8254 -1.0106 -0.150 -0.062 -0.122
H -0.3516 -2.4634 -1.4851 0.082 -0.087 0.057
```
Positions in Å, forces in eV/Å.

F_max	0.0126	hartree/bohr
energy above the lowest of the compared OMol25 structures with the same formula, charge and spin	12.2	kcal/mol
multiplicity	2
charge	-2
HOMO level (spin up / spin down)	3.958 / -0.396	eV
E	-9981.8518	eV
HOMO-LUMO gap (spin up / spin down)	2.45 / 6.72	eV

Löwdin population analysis, charges in e, atoms 1 to 5: number 1, C, carries -0.542; number 2, C, carries -0.452; number 3, C, carries -0.039; number 4, C, carries -0.130; number 5, H, carries -0.032

***

[2]
Below is an isolated molecule of C6H5NO3 in a non-equilibrium geometry, with properties calculated with ωB97M-V with the def2-TZVPD basis set.

XYZ file:
```
15
Properties=species:S:1:pos:R:3:forces:R:3
O -2.7650 0.6903 0.3420 2.244 -1.741 -1.358
C -1.8701 -0.1146 -0.0057 -4.674 0.480 2.063
O -2.2234 -1.4039 -0.2829 -0.969 1.134 -0.069
C -0.4784 0.1922 0.0742 -0.080 0.741 -1.761
C -0.1600 1.5189 -0.1155 -1.049 -0.894 0.238
C 1.2140 1.7505 -0.1742 1.374 1.559 1.023
C 2.1462 0.7723 0.0505 0.009 1.512 -1.221
C 1.7818 -0.5968 0.1062 1.059 -2.506 -0.486
O 2.5627 -1.5686 0.0895 -1.055 1.379 0.180
N 0.4119 -0.8294 0.0341 0.886 -0.134 0.315
H -3.2259 -1.3413 -0.2180 1.506 -0.394 -0.115
H -0.9771 2.2751 -0.2812 1.191 -1.001 0.508
H 1.5369 2.8118 -0.2176 0.016 -0.876 -0.418
H 3.1878 1.0014 -0.1541 -0.046 -0.138 0.586
H 0.1992 -1.8183 -0.1696 -0.412 0.878 0.514
```
Positions in Å, forces in eV/Å.

F_max	0.0998	hartree/bohr
energy above the lowest of the compared OMol25 structures with the same formula, charge and spin	11.3	kcal/mol
HOMO level	-8.945	eV
E	-13935.5258	eV
HOMO-LUMO gap	8.12	eV
structure (SMILES)	O=C(O)c1cccc(=O)[nH]1

Löwdin population analysis, charges in e, atoms 1 to 5: number 1, O, carries 0.068; number 2, C, carries -0.437; number 3, O, carries 0.094; number 4, C, carries -0.182; number 5, C, carries 0.004

***

[3]
Below is an isolated molecule of C5H7NO, with properties calculated with ωB97M-V with the def2-TZVPD basis set.

XYZ file:
```
14
Properties=species:S:1:pos:R:3:forces:R:3
H 2.7170 -1.2031 -0.4103 0.282 0.210 0.053
N 1.8496 -0.7691 -0.1267 0.256 0.233 0.157
C 1.8340 0.4500 0.2447 -0.013 -0.227 -0.080
C 0.4967 0.9972 0.4878 -0.133 -0.242 -0.002
C -0.4907 0.1497 0.1442 -0.013 0.137 -0.070
C -1.9697 0.3384 0.2479 -0.093 0.082 0.074
C -0.1241 -1.1068 -0.6181 -0.299 0.002 -0.122
O -0.5079 -2.2383 -0.4003 -0.080 0.365 0.036
H 2.7343 1.0625 0.3423 -0.137 0.004 -0.015
H 0.3530 2.0034 0.8768 -0.023 -0.272 -0.042
H -2.2708 1.3864 0.3073 0.097 -0.085 0.054
H -2.3280 -0.1842 1.1405 0.010 0.027 -0.063
H -2.4681 -0.1379 -0.6038 0.065 0.145 0.140
H 0.1748 -0.7483 -1.6324 0.083 -0.380 -0.121
```
Positions in Å, forces in eV/Å.

F_max	0.0079	hartree/bohr
energy above the lowest of the compared OMol25 structures with the same formula, charge and spin	46.1	kcal/mol
HOMO level	-8.923	eV
E	-8834.2038	eV
HOMO-LUMO gap	9.23	eV
structure (SMILES)	[H]/N=C/C=C(/C)C=O

Löwdin population analysis, charges in e, atoms 1 to 5: number 1, H, carries 0.097; number 2, N, carries 0.104; number 3, C, carries -0.167; number 4, C, carries -0.038; number 5, C, carries -0.224

***

[4]
Below is a structure of composition C30H35MnN3O2, with properties calculated with ωB97M-V with the def2-TZVPD basis set.

XYZ file:
```
71
Properties=species:S:1:pos:R:3:forces:R:3
Mn 0.2925 -0.0770 -0.2534 0.200 -0.075 0.125
C 3.0532 1.0729 3.3744 -0.039 0.047 -0.003
C 2.4144 2.1735 3.9252 0.055 -0.070 -0.036
C 1.2407 2.6309 3.3519 -0.018 -0.003 -0.011
C 0.7255 1.9591 2.2495 0.065 -0.067 -0.019
N 1.3371 0.8892 1.7333 -0.156 0.044 -0.133
C 2.4798 0.4648 2.2691 -0.053 0.065 0.056
C -0.4954 2.4208 1.5303 -0.015 -0.036 0.003
C -1.3971 3.3106 2.0941 0.039 0.004 0.009
C -2.4766 3.7431 1.3404 -0.036 0.017 -0.043
C -2.6159 3.2882 0.0426 0.018 -0.019 0.002
C -1.6832 2.3834 -0.4411 -0.013 0.043 0.077
N -0.6600 1.9409 0.2895 0.019 0.093 -0.026
H 3.9819 0.6953 3.7771 0.006 0.007 0.015
H 2.8346 2.6852 4.7807 0.009 -0.007 0.012
H 0.7509 3.5097 3.7444 -0.003 0.005 -0.008
H 2.9475 -0.3770 1.7731 0.024 -0.026 -0.010
H -1.2714 3.6549 3.1101 0.009 -0.009 0.005
H -3.1959 4.4295 1.7671 -0.009 -0.003 -0.003
H -3.4361 3.5961 -0.5898 -0.005 0.006 0.003
H -1.7670 1.9916 -1.4442 -0.029 -0.022 -0.001
C -2.8364 -0.3746 1.5629 -0.006 0.015 -0.018
C -3.7841 -0.9323 0.4985 -0.012 -0.031 -0.002
C -3.6452 -2.4521 0.3891 -0.005 -0.008 -0.014
C -3.6849 -0.3068 -0.8802 -0.022 0.085 -0.050
C -4.8360 0.2372 -1.4402 0.044 -0.025 0.100
C -4.8630 0.7275 -2.7349 -0.003 0.018 -0.072
C -3.7132 0.6265 -3.5028 -0.013 0.005 0.007
C -2.5340 0.0943 -2.9942 -0.029 -0.028 0.029
C -1.3242 0.0228 -3.9086 -0.016 0.070 0.028
C -0.3070 1.1267 -3.6038 -0.016 -0.010 -0.038
C -0.6624 -1.3536 -3.9558 0.016 -0.019 -0.036
C -2.4919 -0.3358 -1.6445 0.009 -0.007 0.034
O -1.3580 -0.7426 -1.1010 -0.092 -0.039 -0.014
H -3.1128 -0.7699 2.5438 0.004 -0.009 0.009
H -2.8869 0.7156 1.6163 -0.009 0.002 -0.014
H -1.8066 -0.6700 1.3616 0.015 -0.006 0.007
H -4.8004 -0.7184 0.8479 0.008 0.000 -0.008
H -2.6655 -2.7131 -0.0113 0.002 -0.009 0.006
H -4.4049 -2.8574 -0.2813 -0.006 -0.002 0.009
H -3.7565 -2.9297 1.3654 0.002 0.004 0.005
H -5.7390 0.2649 -0.8383 -0.004 -0.005 -0.003
H -5.7712 1.1458 -3.1488 0.000 0.005 -0.009
H -3.7260 0.9654 -4.5340 0.001 -0.002 0.000
H -1.7066 0.2238 -4.9152 0.012 0.006 0.007
H 0.1203 1.0146 -2.6049 0.019 -0.013 0.006
H -0.7704 2.1139 -3.6661 -0.007 0.005 -0.013
H 0.5223 1.0971 -4.3141 0.006 0.008 0.006
H -0.2292 -1.6172 -2.9935 0.008 0.010 0.018
H 0.1270 -1.3619 -4.7117 0.003 -0.017 -0.009
H -1.3917 -2.1221 -4.2177 -0.003 -0.003 0.005
C 2.9091 -0.1121 -2.4127 -0.077 -0.039 -0.059
C 2.2560 -0.5527 -1.1205 0.075 0.044 0.028
O 2.9351 -1.3040 -0.4015 0.000 -0.029 0.026
H 3.9268 -0.4958 -2.5031 0.038 -0.010 0.009
H 2.9040 0.9793 -2.4788 -0.020 0.011 -0.004
H 2.2977 -0.4754 -3.2461 0.034 0.039 0.019
N 0.6468 -1.9641 1.0975 0.037 0.011 -0.013
C -0.0525 -3.1776 0.8438 0.055 -0.029 0.078
C -0.7372 -3.8280 1.8625 0.001 -0.040 -0.046
C -1.4315 -5.0008 1.5983 0.020 0.044 0.024
C -1.4432 -5.5323 0.3194 -0.003 0.002 -0.040
C -0.7572 -4.8784 -0.6977 -0.014 0.001 0.010
C -0.0681 -3.7055 -0.4425 0.011 0.018 -0.013
H 0.6558 -1.7513 2.0875 -0.009 -0.018 -0.010
H 1.6199 -1.9855 0.7489 -0.126 -0.003 -0.022
H -0.7272 -3.4167 2.8657 0.000 0.016 0.012
H -1.9647 -5.4966 2.3994 -0.003 -0.005 0.000
H -1.9852 -6.4452 0.1116 -0.002 -0.003 0.001
H -0.7676 -5.2792 -1.7031 -0.002 -0.002 -0.002
H 0.4463 -3.1826 -1.2394 0.012 -0.005 0.013
```
Positions in Å, forces in eV/Å.

F_max	0.0048	hartree/bohr
energy above the lowest of the compared OMol25 structures with the same formula, charge and spin	0.0	kcal/mol
multiplicity	6
HOMO level (spin up / spin down)	-6.789 / -7.155	eV
E	-71565.4389	eV
HOMO-LUMO gap (spin up / spin down)	6.28 / 6.56	eV

Löwdin population analysis, charges in e, atoms 1 to 5: number 1, Mn, carries 0.842; number 2, C, carries -0.038; number 3, C, carries -0.048; number 4, C, carries -0.006; number 5, C, carries -0.197